72
Properties=species:S:1:pos:R:3:forces:R:3 method="wB97M-V/def2-TZVPD" energy_ha=-4773.90955 orbital_gap_ev=5.994 total_charge=-2 e_above_lowest_kcal_mol=0.0
Ag 0.37777 0.81325 -0.17873 -0.355 0.354 0.515
O -5.31831 -1.37020 -2.53703 0.043 0.015 0.036
C -4.09759 -0.96785 -2.04900 -0.086 -0.043 0.001
C -3.21018 -0.24240 -2.82120 0.058 0.027 0.062
C -2.00099 0.13850 -2.25797 0.010 0.069 -0.149
N -1.67266 -0.16212 -1.00079 0.177 -0.064 -0.117
C -2.51784 -0.89702 -0.27348 -0.112 -0.081 0.111
C -3.74782 -1.31881 -0.75899 0.042 0.036 -0.020
C -2.11004 -1.33846 1.15211 0.046 0.060 -0.038
O -2.85342 -2.17407 1.68528 -0.063 -0.045 0.039
O -1.06639 -0.81384 1.61222 0.048 -0.021 -0.053
C -0.99154 0.90356 -3.15372 -0.065 0.015 -0.015
O -1.33996 1.03842 -4.34137 0.002 -0.026 -0.005
O 0.06678 1.28556 -2.60791 0.065 -0.079 0.091
H -5.39204 -1.03734 -3.43688 0.006 0.007 -0.019
H -3.40174 0.03941 -3.84871 -0.005 0.000 -0.025
H -4.38330 -1.91565 -0.12302 -0.008 -0.014 0.011
F 3.83366 -0.15155 -5.71029 -0.057 -0.041 -0.046
C 4.33904 0.41296 -4.60343 0.053 0.021 -0.014
F 5.63622 0.02220 -4.53306 0.030 -0.039 0.031
F 4.36800 1.73985 -4.81538 -0.032 0.056 0.020
C 3.58785 0.04551 -3.35814 0.034 -0.003 -0.063
C 2.43548 -0.71382 -3.41519 0.095 0.085 0.142
C 1.81072 -1.01456 -2.21069 0.095 0.114 0.003
N 2.26495 -0.59783 -1.03307 0.056 -0.258 -0.044
C 3.36889 0.15574 -0.99691 -0.124 -0.037 -0.076
C 4.07294 0.49649 -2.13397 -0.123 -0.068 -0.037
H 2.00438 -1.03984 -4.34953 0.037 0.024 -0.025
H 0.89136 -1.58768 -2.19503 0.002 -0.016 0.019
H 3.66708 0.51185 -0.01854 0.006 -0.012 0.015
H 4.96073 1.10935 -2.06449 0.010 0.008 -0.047
N 1.26160 -2.35354 1.52497 -0.060 0.140 -0.122
C 1.60146 -3.52909 2.09624 -0.042 -0.049 0.054
C 0.85943 -4.04048 3.17945 0.017 -0.005 -0.039
C 1.22382 -5.22648 3.78206 -0.044 -0.027 0.066
C 2.32765 -5.95699 3.34803 -0.006 -0.005 0.017
C 3.05867 -5.46074 2.27694 0.064 -0.054 -0.024
C 2.70936 -4.27480 1.65703 0.031 0.016 -0.016
H 1.71383 -2.03801 0.68175 0.058 0.019 0.020
H 0.39292 -1.86391 1.75561 -0.030 -0.054 -0.021
H -0.01104 -3.49176 3.51619 -0.023 0.033 -0.005
H 0.62550 -5.59096 4.61033 0.018 -0.020 0.001
H 2.60486 -6.88577 3.83003 0.004 -0.010 0.000
H 3.92212 -6.00669 1.91057 -0.006 -0.010 0.014
H 3.29394 -3.90495 0.82215 0.002 0.023 -0.011
C 3.10395 0.25091 3.09760 -0.002 0.106 0.136
Si 1.76447 1.54420 3.42914 -0.136 -0.084 0.003
C 0.32537 0.69953 4.30466 0.186 0.033 0.077
C 2.52830 2.73923 4.69682 -0.049 -0.005 -0.072
As 1.29787 2.61414 1.44767 0.210 0.078 -0.380
Si -0.76419 3.56690 1.84984 0.067 -0.123 0.000
C -1.31994 4.34322 0.21899 0.006 -0.003 0.081
C -0.68843 4.98775 3.11192 -0.057 -0.062 -0.027
C -2.14617 2.41864 2.42798 0.007 0.156 -0.002
H 3.52771 -0.09395 4.04616 0.030 -0.064 0.004
H 3.91569 0.67428 2.50187 0.041 0.071 -0.007
H 2.70147 -0.60993 2.56615 -0.072 -0.048 -0.023
H 0.71689 0.05133 5.09675 -0.054 -0.035 0.024
H -0.26721 0.10375 3.61099 -0.004 -0.066 -0.067
H -0.33546 1.43571 4.76806 0.005 0.041 0.019
H 2.77394 2.21652 5.62567 0.018 -0.022 0.059
H 1.84121 3.55531 4.93202 -0.041 0.000 0.001
H 3.44034 3.18756 4.29787 0.040 -0.003 -0.020
H -0.64524 5.14813 -0.07844 0.028 0.040 0.011
H -2.32930 4.75277 0.31922 -0.037 0.038 -0.029
H -1.32044 3.60814 -0.58724 -0.016 -0.070 -0.001
H 0.14179 5.66116 2.89506 0.024 0.026 -0.048
H -0.54986 4.60434 4.12548 0.015 -0.039 0.025
H -1.61963 5.56212 3.09407 -0.041 0.045 0.031
H -2.06840 1.43579 1.96340 0.015 -0.016 -0.064
H -3.10946 2.86927 2.16701 -0.065 -0.050 0.023
H -2.12391 2.26623 3.50896 0.016 0.016 0.010